[1]
Below is 2 unconnected molecules or ions with the total composition C4H10N at a distorted geometry, with properties calculated with ωB97M-V with the def2-TZVPD basis set.

CARTESIAN COORDINATES (ANGSTROEM)
C -2.885 -1.229 1.531
C -2.335 -1.985 0.577
H -2.317 -0.356 1.900
H -3.779 -1.585 1.882
H -1.492 -1.642 0.060
H -3.003 -2.706 0.139
C 0.896 0.766 -1.225
C 2.880 1.272 -0.214
N 1.587 1.379 -0.162
H -0.180 0.708 -1.026
H 1.232 -0.312 -1.195
H 1.160 1.162 -2.214
H 3.261 1.151 -1.225
H 3.650 1.384 0.528
H 1.326 1.993 0.644

Calculated values
Total charge = +1

=====

[2]
Below is a molecular structure, C40H44AlBrF4N5O4P2, with properties calculated with ωB97M-V with the def2-TZVPD basis set.

CARTESIAN COORDINATES (ANGSTROEM)
Al -1.040 -0.178 -0.896
O -4.527 -1.536 1.077
C -3.637 -1.098 0.222
O -2.943 -0.109 0.367
C -3.511 -1.842 -1.071
C -4.377 -2.721 -1.672
C -4.151 -3.020 -3.022
C -3.144 -2.381 -3.724
C -2.318 -1.512 -3.025
N -2.470 -1.341 -1.727
C -1.306 -0.521 -3.589
O -1.040 -0.519 -4.761
O -0.854 0.287 -2.657
H -4.534 -0.952 1.856
H -5.226 -3.121 -1.134
H -4.811 -3.709 -3.533
H -3.003 -2.517 -4.788
F 3.030 -4.535 3.596
C 2.510 -4.043 2.484
C 3.200 -4.140 1.294
F 4.383 -4.739 1.259
C 2.648 -3.615 0.138
F 3.348 -3.797 -0.983
C 1.427 -2.950 0.130
P 0.791 -2.081 -1.358
C 0.370 -3.501 -2.429
C 1.159 -3.950 -3.483
C 0.771 -5.066 -4.212
C -0.397 -5.745 -3.893
C -1.186 -5.306 -2.837
C -0.807 -4.184 -2.115
C 2.228 -1.257 -2.131
C 3.442 -1.045 -1.486
C 4.479 -0.390 -2.130
C 4.314 0.075 -3.425
C 3.104 -0.119 -4.075
C 2.068 -0.780 -3.434
C 0.713 -2.948 1.331
Br -1.097 -2.413 1.429
C 1.251 -3.465 2.494
F 0.576 -3.451 3.639
H 2.082 -3.442 -3.733
H 1.391 -5.410 -5.031
H -0.689 -6.618 -4.462
H -2.091 -5.839 -2.573
H -1.424 -3.848 -1.286
H 3.597 -1.389 -0.473
H 5.421 -0.249 -1.616
H 5.126 0.585 -3.928
H 2.960 0.240 -5.086
H 1.143 -0.925 -3.972
N -0.156 0.563 0.401
P -0.297 1.911 1.162
N -0.703 3.218 0.214
C -1.708 3.105 -0.840
C -1.203 3.694 -2.150
C -0.794 5.150 -1.941
C 0.215 5.264 -0.800
C -0.335 4.617 0.466
N -1.416 1.833 2.390
C -1.914 0.596 2.975
C -1.710 0.549 4.491
C -2.008 1.913 5.150
C -2.769 2.830 4.196
C -1.945 3.090 2.940
N 1.056 2.489 1.943
C 2.279 2.718 1.160
C 3.144 1.467 1.105
C 3.465 0.940 2.501
C 2.180 0.738 3.303
C 1.378 2.036 3.303
H -2.624 3.626 -0.528
H -1.989 2.060 -0.975
H -1.983 3.618 -2.911
H -0.348 3.102 -2.491
H -1.685 5.737 -1.687
H -0.388 5.570 -2.861
H 0.452 6.311 -0.597
H 1.145 4.765 -1.085
H -1.230 5.170 0.785
H 0.383 4.658 1.278
H -1.406 -0.234 2.491
H -2.985 0.487 2.754
H -0.687 0.237 4.713
H -2.363 -0.226 4.900
H -1.074 2.408 5.430
H -2.573 1.775 6.072
H -2.980 3.788 4.673
H -3.736 2.391 3.936
H -1.111 3.751 3.203
H -2.545 3.615 2.190
H 2.829 3.539 1.635
H 2.008 3.040 0.154
H 4.059 1.679 0.548
H 2.577 0.717 0.556
H 4.103 1.661 3.025
H 4.033 0.007 2.439
H 2.400 0.430 4.328
H 1.571 -0.048 2.837
H 1.976 2.827 3.771
H 0.461 1.942 3.876

Calculated values
Total charge = +1

=====

[3]
Below is 2 unconnected molecules or ions with the total composition C7H15O2 at a distorted geometry, with properties calculated with ωB97M-V with the def2-TZVPD basis set.

CARTESIAN COORDINATES (ANGSTROEM)
C -1.574 2.177 0.112
O -2.551 1.289 0.355
C -0.288 1.918 -0.865
C 0.854 1.035 -0.344
C 0.285 -0.265 0.277
C 0.615 -2.725 0.504
C 1.092 -1.553 0.072
C 2.409 -1.441 -0.626
H -1.998 2.949 -0.592
H -1.065 2.616 1.001
H -0.678 1.452 -1.784
H 0.003 2.930 -1.171
H 1.652 0.854 -1.065
H 1.374 1.583 0.447
H -0.654 -0.401 -0.264
H 0.145 -0.104 1.334
H 1.048 -3.685 0.254
H -0.351 -2.536 0.929
H 3.012 -2.332 -0.451
H 3.090 -0.657 -0.279
H 2.314 -1.246 -1.702
H -3.176 -0.592 1.989
H -2.655 -0.212 0.664
O -2.902 -1.054 1.205

Calculated values
Total charge = -1

=====

Calculated total energy in order - -5790.297, -163922.804, -11596.206 eV
Calculated lowest unoccupied orbital energy in order - -6.2, -3.9, 3.5 eV